1.
Entry from the OMol25 dataset: C11H13Cl12NO2 as an isolated structure (ωB97M-V/def2-TZVPD).

Geometry (Å):
C: -3.3609 0.1608 -3.2240
C: -2.7430 -0.5634 -2.1615
C: -2.1916 -1.3984 -0.8229
O: -2.0211 -0.4929 0.3258
C: -0.7374 0.2344 0.2692
O: -0.3691 1.0971 -0.6926
C: 0.3052 0.0027 1.5000
C: 0.4289 1.2975 2.5336
C: -0.4374 2.6897 2.4120
N: 1.3216 1.1331 3.6005
H: -3.8541 0.6761 -4.1766
H: -1.2139 -2.0014 -1.0975
H: -3.0539 -2.1866 -0.5841
H: -0.0815 -0.9107 2.1625
H: 1.4018 -0.2960 1.1753
H: 0.0650 3.5227 1.7560
H: -1.5400 2.5543 2.0427
H: -0.4884 3.1379 3.5175
H: 1.7188 0.1730 3.4796
C: -5.4427 -3.1849 -3.2546
Cl: -4.8436 -1.5631 -2.8670
Cl: -6.2115 -3.1990 -4.8510
Cl: -4.1247 -4.3674 -3.1885
H: -6.1921 -3.4625 -2.5090
C: 0.4188 6.4254 4.4408
Cl: -1.1685 5.6540 4.2835
Cl: 0.8687 6.5805 6.1476
Cl: 1.6477 5.5064 3.5547
H: 0.3593 7.4272 4.0079
C: 2.8751 -0.6376 -1.9717
Cl: 2.3360 -2.1300 -2.7600
Cl: 3.2214 -0.9291 -0.2585
Cl: 4.3020 0.0188 -2.7918
H: 2.0697 0.0982 -2.0399
C: 5.2613 -4.1350 -1.5988
Cl: 4.7222 -5.6275 -2.3871
Cl: 5.6076 -4.4265 0.1143
Cl: 6.6883 -3.4786 -2.4190
H: 4.4560 -3.3992 -1.6670

Output
Orbital gap, eV: 8.39
HOMO energy, eV: -8.6
Net charge: 0

Just the natural (NBO) charges please, in e? Sure, here they are:
1. C -0.30
2. C -0.03
3. C -0.12
4. O -0.54
5. C 0.80
6. O -0.55
7. C -0.61
8. C 0.32
9. C -0.71
10. N -0.62
11. H 0.31
12. H 0.23
13. H 0.25
14. H 0.25
15. H 0.28
16. H 0.25
17. H 0.23
18. H 0.26
19. H 0.32
20. C -0.31
21. Cl 0.04
22. Cl 0.00
23. Cl -0.01
24. H 0.22
25. C -0.28
26. Cl 0.01
27. Cl 0.02
28. Cl 0.02
29. H 0.23
30. C -0.28
31. Cl 0.01
32. Cl 0.01
33. Cl 0.03
34. H 0.25
35. C -0.28
36. Cl 0.01
37. Cl 0.01
38. Cl 0.02
39. H 0.23

=====

2.
Entry from the OMol25 dataset: C11H13Cl3F3O14V as an isolated structure (ωB97M-V/def2-TZVPD).

Geometry (Å):
O: 3.9498 29.7994 -17.1639
V: 2.7001 30.5349 -16.5368
Cl: 1.8656 27.8158 -14.6845
O: 1.8517 27.6401 -13.2604
O: 3.1393 27.3282 -15.1673
O: 0.7904 27.1487 -15.3365
O: 1.7719 29.2463 -14.9703
C: 2.4739 29.7582 -10.6472
C: 1.9220 30.6368 -9.5259
O: 1.2057 31.6188 -10.2118
C: 1.4942 31.5961 -11.5440
O: 1.1057 32.3959 -12.3178
O: 2.3288 30.5688 -11.8162
F: 2.9610 31.2632 -8.8871
H: 1.8542 28.8794 -10.8343
H: 3.5067 29.4643 -10.4888
H: 1.3179 30.1243 -8.7845
C: -2.2128 28.5043 -14.6534
C: -2.2803 28.9561 -16.1076
O: -2.0641 30.3568 -16.0031
C: -1.3282 30.5818 -14.8888
O: -0.8278 31.5976 -14.5553
O: -1.2845 29.4529 -14.1265
F: -3.4408 28.7245 -16.7278
H: -1.8665 27.4825 -14.5434
H: -3.1887 28.6228 -14.1763
H: -1.4343 28.5130 -16.6461
C: -0.0130 24.5446 -17.5429
C: 0.9543 24.2762 -18.6960
O: 0.4229 23.1195 -19.2815
C: -0.9075 23.0331 -18.9834
O: -1.6709 22.2599 -19.4307
O: -1.2058 23.9435 -18.0114
F: 2.1980 23.9528 -18.2406
H: -0.1617 25.6010 -17.3359
H: 0.3630 24.0574 -16.6385
H: 1.0344 25.1051 -19.4000
Cl: 0.8473 22.6936 -13.9302
C: 1.1901 24.4075 -13.6148
C: 2.5725 24.5921 -13.0737
Cl: 3.8473 24.3307 -14.2848
H: 0.4739 24.7523 -12.8695
H: 1.0198 24.9560 -14.5373
H: 2.8010 23.9035 -12.2570
H: 2.7532 25.6508 -12.7988

Output
Orbital gap (spin up / spin down), eV: 8.60 / 3.47
HOMO energy (spin up / spin down), eV: -13.6 / -13.6
⟨S²⟩: 3.8077
Spin multiplicity: 4
Net charge: +1

Just the natural (NBO) charges please, in e? Sure, here they are:
1. O -0.57
2. V 1.50
3. Cl 2.56
4. O -0.79
5. O -0.77
6. O -0.82
7. O -0.93
8. C -0.13
9. C 0.43
10. O -0.48
11. C 0.97
12. O -0.55
13. O -0.50
14. F -0.34
15. H 0.19
16. H 0.22
17. H 0.18
18. C -0.13
19. C 0.46
20. O -0.49
21. C 0.96
22. O -0.55
23. O -0.50
24. F -0.30
25. H 0.21
26. H 0.21
27. H 0.13
28. C -0.12
29. C 0.45
30. O -0.49
31. C 0.97
32. O -0.52
33. O -0.49
34. F -0.34
35. H 0.20
36. H 0.18
37. H 0.16
38. Cl 0.03
39. C -0.43
40. C -0.43
41. Cl 0.52
42. H 0.26
43. H 0.25
44. H 0.29
45. H 0.33

=====

Largest force on an atom in eV Å⁻¹, matching the order above: 9.8 2.2